128
Properties=species:S:1:pos:R:3:mulliken_charge:R:1 method="wB97M-V/def2-TZVPD" total_charge=0 largest_force_ev_per_a=4.5 de_lowest_kj_mol=37.9 e_tot_ev=-113213.001 homo_ev=-8.7
C -2.46 -2.22 -3.70 1.32
C -3.93 -2.04 -3.46 -0.24
C -4.33 -1.28 -4.72 -0.38
O -3.41 -1.74 -5.74 -0.45
C -2.59 -2.68 -5.12 -0.69
H -1.95 -2.94 -3.05 -0.67
H -2.01 -1.21 -3.75 -0.25
H -4.11 -1.42 -2.54 -0.36
H -4.54 -2.95 -3.46 0.52
H -4.06 -0.23 -4.64 0.22
H -5.38 -1.42 -4.95 0.34
H -1.64 -2.81 -5.68 0.36
H -3.09 -3.67 -5.12 0.35
C -3.53 -2.47 1.19 -0.46
C -2.20 -3.17 1.61 -0.27
C -1.54 -3.27 0.16 -0.14
O -2.63 -3.86 -0.61 -0.43
C -3.78 -3.15 -0.23 -0.06
H -3.24 -1.39 1.02 -0.21
H -4.28 -2.47 1.88 0.78
H -2.36 -4.20 1.98 0.41
H -1.63 -2.54 2.34 -0.21
H -0.68 -3.86 0.11 0.35
H -1.39 -2.25 -0.22 0.05
H -4.64 -3.86 -0.12 0.30
H -4.09 -2.40 -0.97 -0.31
C 0.82 6.15 5.46 -0.48
C 0.58 5.21 4.26 0.32
C 1.34 5.79 3.13 -0.27
O 1.84 7.03 3.59 -0.48
C 1.09 7.48 4.73 -0.42
H 1.76 5.72 5.87 0.22
H -0.02 6.22 6.21 0.33
H -0.53 5.07 4.10 -0.01
H 0.88 4.20 4.55 -0.12
H 0.73 5.98 2.26 0.22
H 2.19 5.18 2.78 0.19
H 0.25 8.12 4.40 0.24
H 1.81 8.14 5.26 0.28
C -4.45 2.78 1.64 -0.34
C -3.02 3.07 2.06 -0.75
C -2.49 1.71 2.44 0.75
O -3.59 0.91 2.93 -0.51
C -4.59 1.24 1.95 -0.13
H -4.61 2.86 0.59 -0.04
H -5.23 3.29 2.24 0.33
H -2.96 3.70 2.93 0.34
H -2.35 3.55 1.37 0.36
H -1.70 1.72 3.15 0.17
H -2.22 1.14 1.53 -0.40
H -5.56 0.94 2.32 0.50
H -4.30 0.74 0.97 -0.21
C -0.59 0.23 5.84 -0.78
C 0.72 0.83 5.24 0.04
C 1.27 -0.40 4.49 -0.38
O 0.12 -1.01 3.88 0.00
C -1.05 -0.77 4.72 -0.40
H -1.31 1.04 6.00 0.29
H -0.35 -0.39 6.72 0.33
H 1.39 1.28 6.08 0.39
H 0.54 1.59 4.49 -0.18
H 1.87 -1.16 5.10 0.16
H 1.94 -0.03 3.73 0.07
H -1.28 -1.69 5.17 0.51
H -1.91 -0.50 4.08 -0.01
C 6.24 -1.58 -1.67 -0.79
C 6.50 -0.50 -0.59 -0.69
C 5.23 0.37 -0.74 0.01
O 4.75 0.22 -2.11 -0.48
C 5.00 -1.13 -2.49 -0.24
H 6.15 -2.63 -1.27 0.32
H 7.05 -1.61 -2.34 0.44
H 7.38 0.12 -0.82 0.30
H 6.39 -0.75 0.43 0.42
H 5.38 1.44 -0.72 0.63
H 4.50 -0.02 -0.08 -0.36
H 5.25 -1.09 -3.57 0.44
H 4.09 -1.68 -2.37 -0.04
C -2.44 3.30 -2.53 -0.79
S -2.83 1.59 -2.54 0.77
O -2.88 1.10 -1.13 -0.67
C -4.59 1.81 -3.02 -1.35
H -3.17 3.92 -2.03 0.34
H -2.29 3.73 -3.59 0.33
H -1.46 3.33 -2.00 0.18
H -5.10 0.84 -2.84 0.32
H -4.70 2.08 -4.07 0.44
H -5.10 2.54 -2.34 0.41
C 0.57 0.09 -5.23 -0.96
S 1.92 -0.31 -4.18 0.97
O 2.88 -0.99 -5.08 -0.75
C 2.52 1.32 -3.83 -0.09
H 0.34 -0.85 -5.74 0.32
H 0.81 0.88 -5.97 0.40
H -0.37 0.45 -4.75 0.08
H 2.72 1.95 -4.71 0.44
H 3.40 1.10 -3.26 -0.15
H 1.73 1.81 -3.26 -0.05
C 0.19 -4.35 -2.53 -1.17
S 1.48 -4.64 -1.33 1.02
O 1.51 -6.08 -0.99 -0.80
C 2.91 -4.52 -2.47 -1.06
H 0.39 -4.84 -3.45 0.64
H 0.30 -3.26 -2.61 0.16
H -0.80 -4.63 -2.14 0.37
H 2.88 -5.42 -3.09 0.46
H 3.80 -4.46 -1.85 0.33
H 2.92 -3.65 -3.15 0.24
C 2.20 1.86 0.00 -0.70
S 0.39 2.05 -0.24 0.63
O 0.25 2.42 -1.67 -0.87
C 0.10 0.34 0.03 0.57
H 2.41 1.36 0.94 0.27
H 2.64 2.86 -0.01 0.53
H 2.52 1.39 -0.90 -0.22
H 0.58 -0.39 -0.66 0.46
H -0.93 0.26 -0.06 -0.91
H 0.38 0.08 1.07 -0.01
C 2.00 -3.21 2.44 -0.92
S 2.50 -2.18 1.05 1.08
O 2.95 -0.86 1.66 -0.75
C 4.09 -2.96 0.59 -1.26
H 1.06 -2.82 2.78 -0.06
H 2.86 -3.22 3.22 0.34
H 1.92 -4.21 2.01 0.54
H 4.49 -2.37 -0.24 -0.16
H 3.86 -3.94 0.22 0.50
H 4.75 -2.97 1.38 0.59

140
Properties=species:S:1:pos:R:3:mulliken_charge:R:1 method="wB97M-V/def2-TZVPD" total_charge=+1 largest_force_ev_per_a=1.2 de_lowest_kj_mol=49.4 e_tot_ev=-142270.137 homo_ev=-11.4
C -1.05 -2.62 4.87 -1.03
O -1.25 -2.15 3.55 0.16
C -2.51 -1.52 3.38 -0.60
C -3.26 -1.93 2.09 -0.66
C -2.45 -2.65 1.00 0.24
C -2.54 -4.19 1.01 -1.18
C -1.28 -4.90 1.50 -0.43
C -0.09 -4.73 0.57 -0.44
C 1.23 -5.09 1.24 -1.09
C 1.65 -4.14 2.37 0.78
C 3.07 -3.60 2.26 -2.36
C 3.31 -2.80 0.99 0.59
C 4.75 -2.31 0.84 -1.13
C 5.03 -1.84 -0.59 -0.74
N 3.76 -1.49 -1.29 0.42
C 4.02 -0.66 -2.50 -1.11
C 2.94 -0.77 -3.58 0.27
C 3.39 -1.55 -4.80 -1.56
Cl 1.39 -1.45 -2.97 -0.16
C 2.96 -0.71 -0.30 -1.75
C 2.37 -1.58 0.79 2.22
C 2.18 -0.72 2.04 -0.79
B 1.33 0.60 1.76 0.78
O 1.82 1.83 2.11 -0.54
O 0.08 0.52 1.22 -0.61
H -1.19 -3.70 4.94 0.26
H -1.68 -2.12 5.59 0.52
H -0.01 -2.43 5.15 0.24
H -2.32 -0.46 3.34 0.22
H -3.18 -1.69 4.22 0.40
H -4.14 -2.50 2.35 0.46
H -3.62 -1.00 1.66 0.18
H -1.43 -2.31 0.98 -0.66
H -2.88 -2.32 0.05 0.52
H -3.36 -4.46 1.66 0.51
H -2.79 -4.53 0.02 0.36
H -1.50 -5.96 1.53 0.41
H -1.07 -4.60 2.52 0.07
H -0.06 -3.74 0.13 0.07
H -0.21 -5.42 -0.26 0.45
H 1.06 -6.07 1.67 0.47
H 2.01 -5.24 0.49 0.52
H 1.60 -4.70 3.30 0.76
H 0.91 -3.36 2.47 -0.78
H 3.23 -2.92 3.10 0.42
H 3.77 -4.42 2.33 0.44
H 3.13 -3.47 0.15 0.31
H 4.90 -1.48 1.53 0.32
H 5.46 -3.07 1.12 0.50
H 5.66 -0.96 -0.54 0.39
H 5.56 -2.61 -1.13 0.47
H 3.31 -2.37 -1.55 0.46
H 4.20 0.36 -2.23 0.34
H 4.95 -1.01 -2.94 0.62
H 2.72 0.23 -3.92 0.51
H 3.88 -2.48 -4.56 0.34
H 3.98 -0.91 -5.45 0.43
H 2.50 -1.80 -5.36 0.48
H 3.64 0.00 0.15 0.15
H 2.20 -0.13 -0.82 0.64
H 1.38 -1.90 0.48 -0.88
H 1.63 -1.27 2.79 0.02
H 3.16 -0.47 2.45 0.10
H 1.83 2.43 1.35 0.31
H 0.06 -0.09 0.46 0.32
O 5.31 0.38 -7.51 -0.66
S 5.31 -0.50 -8.64 1.26
O 6.33 -1.49 -8.80 -0.63
O 5.19 0.36 -9.97 -0.26
C 6.18 1.39 -10.21 -0.34
C 7.53 0.83 -10.62 -0.85
C 3.74 -1.29 -8.76 -0.98
H 6.27 2.03 -9.33 0.32
H 5.77 2.00 -11.01 0.26
H 7.99 0.26 -9.82 0.33
H 8.20 1.65 -10.89 0.27
H 7.42 0.17 -11.48 0.27
H 2.96 -0.54 -8.67 0.31
H 3.68 -2.01 -7.95 0.34
H 3.68 -1.80 -9.72 0.38
O -2.25 0.22 6.69 -0.50
S -1.71 0.85 7.86 1.18
O -1.68 0.15 9.11 -0.64
O -2.41 2.26 8.05 -0.30
C -3.86 2.29 8.13 -0.09
C -4.39 1.78 9.45 -1.05
C -0.09 1.45 7.52 -1.00
H -4.28 1.74 7.28 0.12
H -4.12 3.34 8.00 0.29
H -4.18 0.72 9.58 0.31
H -5.47 1.92 9.49 0.37
H -3.93 2.31 10.28 0.28
H -0.11 2.00 6.58 0.31
H 0.55 0.58 7.44 0.37
H 0.23 2.08 8.34 0.37
O -7.82 3.18 2.40 -0.68
S -8.12 2.15 3.34 1.25
O -7.83 2.33 4.73 -0.61
O -7.43 0.80 2.85 -0.31
C -6.01 0.82 2.59 -0.52
C -5.19 0.86 3.86 -0.70
C -9.79 1.63 3.17 -1.00
H -5.77 1.66 1.94 0.35
H -5.80 -0.09 2.03 0.17
H -5.35 1.79 4.41 0.48
H -4.13 0.78 3.63 0.24
H -5.47 0.04 4.52 0.25
H -10.00 1.47 2.12 0.37
H -10.41 2.44 3.57 0.38
H -9.94 0.73 3.76 0.32
O -11.36 0.36 6.41 -0.64
S -10.83 0.93 7.62 1.25
O -10.88 0.18 8.84 -0.63
O -11.50 2.35 7.85 -0.27
C -12.94 2.43 7.88 -0.35
C -13.53 1.88 9.16 -1.00
C -9.19 1.49 7.34 -0.88
H -13.35 1.92 7.00 0.33
H -13.17 3.49 7.78 0.28
H -13.35 0.81 9.26 0.31
H -14.61 2.05 9.18 0.39
H -13.08 2.36 10.03 0.27
H -9.17 2.06 6.42 0.22
H -8.56 0.60 7.24 0.39
H -8.86 2.08 8.19 0.37
O 8.81 3.83 -12.67 -0.55
S 9.38 4.95 -13.36 1.15
O 9.68 4.85 -14.75 -0.60
O 10.67 5.44 -12.57 -0.29
C 11.70 4.47 -12.30 -0.25
C 12.52 4.13 -13.54 -1.01
C 8.39 6.38 -13.09 -0.96
H 11.27 3.58 -11.85 0.25
H 12.34 4.94 -11.56 0.27
H 11.91 3.61 -14.28 0.31
H 13.35 3.47 -13.27 0.38
H 12.91 5.03 -14.00 0.27
H 8.18 6.47 -12.03 0.31
H 7.47 6.24 -13.65 0.37
H 8.93 7.25 -13.46 0.33